1.
Below is the molecule C17H21N3O3 at a distorted geometry, with properties calculated with ωB97M-V/def2-TZVPD.

```
44
Properties=species:S:1:pos:R:3:forces:R:3:nbo_charge:R:1
C -5.10298 -0.83656 -1.02876 0.0 0.0 0.0 -0.627
C -3.88324 -0.78833 -0.15967 0.0 0.0 0.0 -0.021
C -3.90687 -0.08100 1.04018 0.1 0.0 0.0 -0.194
C -2.79203 -0.02979 1.85787 -0.1 0.1 0.0 -0.209
C -1.62911 -0.68130 1.49246 0.1 -0.2 -0.2 -0.189
C -1.59178 -1.38948 0.29514 -0.6 0.3 0.2 -0.032
C -0.37321 -2.05910 -0.10810 0.9 -0.6 -0.5 0.289
N -0.24308 -2.79070 -1.18483 -1.2 0.3 -0.1 -0.151
O 1.05716 -3.19868 -1.18742 0.8 0.0 0.3 -0.269
C 1.63000 -2.67539 -0.09760 -0.6 0.2 0.1 0.550
C 3.06190 -2.92493 0.18894 0.2 -0.1 0.0 -0.462
C 3.66753 -1.82479 1.06755 0.1 0.0 -0.2 -0.480
C 3.74485 -0.51156 0.29195 -0.2 -0.2 0.5 0.673
O 4.72979 -0.17903 -0.33570 0.4 0.0 -0.3 -0.635
N 2.62577 0.23079 0.36436 -0.4 0.4 0.1 -0.633
C 2.44750 1.45478 -0.37882 -0.1 0.2 0.2 -0.249
C 1.48074 2.37167 0.38401 0.5 0.2 -0.2 0.092
C 1.11399 3.62092 -0.42287 0.0 -0.2 0.2 -0.425
C -0.06737 3.13528 -1.26959 0.0 -0.1 0.0 -0.441
C -0.60160 1.91876 -0.48981 -0.4 -0.1 -0.3 -0.077
O 0.24825 1.71909 0.62627 0.1 -0.1 0.3 -0.539
N 0.79556 -1.97061 0.60229 0.3 -0.2 0.2 -0.539
C -2.71836 -1.44146 -0.52402 0.1 0.1 0.2 -0.197
H -5.43584 0.17092 -1.27435 -0.1 0.0 -0.1 0.219
H -5.91787 -1.33733 -0.50714 -0.1 0.0 0.0 0.221
H -4.90112 -1.37316 -1.95173 0.0 0.0 -0.1 0.217
H -4.81227 0.43274 1.33160 -0.1 0.1 0.0 0.209
H -2.82849 0.52391 2.78414 0.0 0.1 0.1 0.217
H -0.75072 -0.64339 2.11545 0.1 0.0 0.1 0.233
H 3.60038 -3.00032 -0.75843 0.0 0.0 0.1 0.248
H 3.14585 -3.89037 0.69769 0.0 0.0 -0.1 0.244
H 3.06527 -1.69979 1.96655 0.0 0.0 0.0 0.227
H 4.68263 -2.11238 1.34117 -0.1 0.1 0.0 0.240
H 1.79628 -0.13694 0.81545 0.2 -0.1 0.0 0.434
H 2.04142 1.23918 -1.37558 0.1 0.1 0.0 0.185
H 3.42551 1.92650 -0.49729 -0.1 0.0 -0.1 0.231
H 1.90733 2.60308 1.36478 0.0 0.0 -0.1 0.196
H 0.79726 4.41334 0.25465 0.1 0.0 0.0 0.214
H 1.94568 3.98015 -1.02376 0.1 0.1 0.0 0.218
H 0.26331 2.83767 -2.26377 0.0 0.0 0.0 0.208
H -0.82875 3.90392 -1.38094 0.0 0.0 -0.1 0.218
H -1.61030 2.07480 -0.09931 0.1 0.0 -0.1 0.192
H -0.61756 1.01792 -1.11647 0.0 0.1 0.0 0.172
H -2.66140 -1.99904 -1.44656 -0.1 0.0 -0.1 0.226
```
Positions in Å, forces in eV/Å.

Its SMILES is Cc1cccc(-c2noc(CCC(=O)NC[C@H]3CCCO3)n2)c1. The gap between HOMO and LUMO is 9.6 eV.


2.
Below is the molecule C17H21N3O3S at a distorted geometry, with properties calculated with ωB97M-V/def2-TZVPD.

```
45
Properties=species:S:1:pos:R:3:forces:R:3:nbo_charge:R:1
C -7.25442 -1.85379 1.14680 0.0 0.0 0.0 -0.629
C -6.23626 -0.84378 0.71186 0.1 0.0 -0.1 0.021
C -6.23361 0.43489 1.26240 0.0 0.1 0.0 -0.249
C -5.30261 1.36717 0.85209 -0.1 -0.1 0.1 -0.189
C -4.35639 1.05751 -0.11351 0.2 0.0 -0.3 -0.282
C -4.35633 -0.21326 -0.66929 -0.1 0.0 0.1 0.296
O -3.48775 -0.65467 -1.63947 -0.2 -0.2 0.1 -0.485
C -2.53950 0.23838 -2.16705 0.2 0.0 -0.1 -0.122
C -1.43154 0.53974 -1.21552 -0.2 0.6 0.1 0.413
N -1.17418 1.66204 -0.63347 -1.2 0.0 -1.1 -0.269
N -0.08562 1.48612 0.13554 1.2 -0.6 0.7 -0.328
C 0.27220 0.24765 -0.01907 -0.3 0.8 0.1 0.291
S 1.57739 -0.58509 0.72967 0.4 -0.4 0.2 0.281
C 2.47763 0.84176 1.44026 -0.2 -0.1 -0.2 -0.615
C 3.71949 1.18107 0.62031 -0.4 0.2 0.3 0.668
O 3.76685 2.22493 0.00009 -0.1 0.2 -0.1 -0.614
N 4.73859 0.30026 0.64243 0.5 -0.1 0.0 -0.439
C 4.76810 -0.99723 1.27671 -0.2 -0.4 -0.1 -0.209
C 4.84793 -2.10052 0.21852 0.2 0.0 0.2 -0.411
C 6.06976 -1.88613 -0.67027 -0.2 0.0 -0.2 -0.399
C 6.02281 -0.48768 -1.27973 0.2 0.0 0.2 -0.406
C 5.91069 0.55896 -0.17310 0.1 0.2 -0.4 -0.226
O -0.53607 -0.41951 -0.86665 0.1 -0.1 0.1 -0.404
C -5.29434 -1.15541 -0.25168 0.1 0.1 0.0 -0.269
H -6.99352 -2.84772 0.79328 0.0 -0.1 0.0 0.214
H -7.33397 -1.87423 2.23205 0.0 -0.1 0.1 0.218
H -8.23382 -1.59238 0.74613 -0.1 -0.1 0.0 0.221
H -6.96308 0.69291 2.01586 -0.1 0.0 0.1 0.208
H -5.30115 2.35571 1.28656 0.0 0.1 0.0 0.214
H -3.63079 1.80073 -0.40193 0.0 0.0 0.0 0.229
H -2.99606 1.18633 -2.47499 0.1 -0.1 0.0 0.214
H -2.12642 -0.27505 -3.04124 -0.1 0.2 0.1 0.220
H 1.79374 1.68833 1.39580 0.2 0.0 0.1 0.298
H 2.71816 0.59857 2.47400 -0.1 0.0 0.0 0.238
H 3.89015 -1.14879 1.90156 0.1 0.1 0.1 0.206
H 5.65954 -1.04181 1.91545 -0.1 0.0 0.1 0.194
H 4.89923 -3.07068 0.71379 0.0 -0.1 0.0 0.212
H 3.94061 -2.07524 -0.38722 0.0 0.0 0.0 0.210
H 6.09641 -2.64022 -1.45820 0.1 0.0 0.0 0.213
H 6.97832 -1.99225 -0.07241 0.1 0.0 0.0 0.193
H 6.91936 -0.29645 -1.87021 0.0 0.0 -0.1 0.213
H 5.15607 -0.40264 -1.93773 0.0 0.1 -0.1 0.206
H 5.80966 1.56159 -0.59038 0.1 -0.1 0.1 0.252
H 6.79804 0.52342 0.46875 0.0 0.0 0.0 0.185
H -5.26513 -2.13554 -0.70254 0.0 -0.1 0.0 0.218
```
Positions in Å, forces in eV/Å.

Its SMILES is Cc1cccc(OCc2nnc(SCC(=O)N3CCCCC3)o2)c1. The gap between HOMO and LUMO is 9.2 eV.


ΔE to the lowest compared entry with this formula, charge and spin: 2.6919; 2.7589 (eV)
HOMO level: -0.3336; -0.3154 (hartree)